Computed, not measured: 7 unconnected molecules or ions with the total composition C60H67NO28 in a non-equilibrium geometry, with wB97M-V/def2-TZVPD.

Geometry (Å):
1 C 5.7847 -3.7980 3.5543
2 O 4.7494 -3.0025 2.9520
3 C 4.4944 -3.3610 1.5891
4 C 5.5036 -2.5166 0.6962
5 C 5.3385 -1.0023 1.1679
6 C 5.4374 -0.0443 -0.0755
7 C 4.2083 -0.0955 -1.0478
8 C 2.9334 0.6923 -0.5297
9 O 2.1308 0.9417 -1.7053
10 C 0.8056 0.6481 -1.6114
11 O 0.0485 1.3606 -2.2127
12 O 0.2506 -0.4201 -0.9527
13 C -0.7082 0.0211 0.0489
14 C -2.0770 -0.7335 -0.0518
15 C -1.9683 -2.2583 -0.4094
16 C -2.1612 -3.2143 0.8600
17 C -0.8124 -3.8875 1.2829
18 C 0.2242 -2.8695 1.8843
19 C -0.4053 -2.0538 3.1030
20 C 0.6635 -1.0484 3.6605
21 C 0.3704 -0.5568 5.1401
22 C 1.5958 -0.7991 6.1358
23 C 2.1483 0.5362 6.7611
24 C 3.2488 1.2429 5.9003
25 N 2.6904 2.3095 5.0487
26 C 3.1845 2.6469 3.8022
27 C 2.4205 3.6925 3.1879
28 C 1.3663 4.0266 4.1818
29 C 1.6156 3.1517 5.2844
30 H 6.5629 -3.0990 3.9560
31 H 6.1950 -4.5412 2.8305
32 H 5.3442 -4.3451 4.4239
33 H 4.5765 -4.4597 1.4113
34 H 3.4811 -2.9685 1.3167
35 H 6.5394 -2.8996 0.8398
36 H 5.1738 -2.6183 -0.3679
37 H 6.2059 -0.8128 1.8499
38 H 4.3672 -0.8271 1.6879
39 H 6.3225 -0.4129 -0.6683
40 H 5.6598 1.0189 0.1765
41 H 3.9612 -1.1333 -1.3734
42 H 4.5228 0.4577 -1.9766
43 H 2.4040 0.2011 0.3186
44 H 3.3248 1.6659 -0.1254
45 H -0.2429 -0.1133 1.0651
46 H -0.9463 1.1174 -0.0037
47 H -2.7466 -0.1353 -0.7488
48 H -2.5737 -0.6656 0.9545
49 H -1.0451 -2.5045 -0.9907
50 H -2.8477 -2.5045 -1.0682
51 H -2.6191 -2.6582 1.7218
52 H -2.8822 -4.0208 0.5875
53 H -0.3832 -4.3600 0.3543
54 H -1.0153 -4.7453 1.9759
55 H 0.6745 -2.1929 1.1092
56 H 1.0513 -3.4940 2.3209
57 H -1.2516 -1.4544 2.6739
58 H -0.8045 -2.7634 3.8636
59 H 1.6579 -1.5506 3.6568
60 H 0.7583 -0.1359 3.0150
61 H -0.5274 -1.0904 5.5342
62 H 0.1039 0.5354 5.1222
63 H 2.3918 -1.4205 5.6589
64 H 1.1542 -1.3754 6.9968
65 H 1.2671 1.1744 7.0005
66 H 2.6178 0.2766 7.7498
67 H 3.6932 0.4685 5.2158
68 H 4.1127 1.6117 6.5156
69 H 4.0677 2.1551 3.3578
70 H 2.5336 4.1731 2.2020
71 H 0.5549 4.7725 4.1753
72 H 1.0400 3.1181 6.2316
73 O -3.8513 -2.5157 -7.3595
74 C -3.6489 -1.9305 -6.3117
75 C -2.3088 -1.5621 -5.8584
76 C -2.1355 -0.9324 -4.6895
77 O -0.9153 -0.5813 -4.2548
78 C -3.2966 -0.5910 -3.8118
79 O -3.0980 -0.0373 -2.7484
80 C -4.6351 -0.9364 -4.2767
81 C -4.8097 -1.5607 -5.4445
82 O -6.0341 -1.8860 -5.8950
83 H -1.4794 -1.8182 -6.5029
84 H -1.0521 -0.1403 -3.3897
85 H -5.4626 -0.6662 -3.6403
86 H -5.8871 -2.3262 -6.7534
87 O 6.4417 -4.2096 6.5213
88 C 6.7409 -3.6309 7.5493
89 C 8.1037 -3.1916 7.8386
90 C 8.3864 -2.5736 8.9900
91 O 9.6295 -2.1585 9.2781
92 C 7.3312 -2.3134 10.0167
93 O 7.6365 -1.7648 11.0572
94 C 5.9632 -2.7316 9.7167
95 C 5.6802 -3.3464 8.5641
96 O 4.4308 -3.7379 8.2640
97 H 8.8581 -3.3875 7.0892
98 H 9.5695 -1.7474 10.1615
99 H 5.2058 -2.5222 10.4594
100 H 4.4914 -4.1544 7.3834
101 O -5.6247 3.2118 -0.8332
102 C -5.8835 3.5872 -1.9590
103 C -6.0286 5.0004 -2.3069
104 C -6.3305 5.3625 -3.5573
105 O -6.4662 6.6553 -3.9033
106 C -6.5334 4.3492 -4.6372
107 O -6.8250 4.7233 -5.7567
108 C -6.3650 2.9383 -4.2954
109 C -6.0593 2.5760 -3.0456
110 O -5.8947 1.2869 -2.7071
111 H -5.8816 5.7236 -1.5166
112 H -6.6848 6.6491 -4.8547
113 H -6.4965 2.2159 -5.0894
114 H -5.6801 1.2907 -1.7542
115 O -2.4709 4.7909 -2.1346
116 C -1.4736 5.2182 -2.6878
117 C -0.1612 4.5883 -2.5494
118 C 0.9071 5.1048 -3.1643
119 O 2.1237 4.5430 -3.0553
120 C 0.8029 6.3354 -4.0058
121 O 1.8027 6.7834 -4.5345
122 C -0.5153 6.9517 -4.1621
123 C -1.5818 6.4327 -3.5503
124 O -2.8088 6.9806 -3.6818
125 H -0.1006 3.6996 -1.9370
126 H 2.7178 5.1037 -3.5884
127 H -0.5812 7.8296 -4.7858
128 H -3.4023 6.4226 -3.1428
129 O -1.6080 7.9895 -6.6648
130 C -1.6457 7.2933 -7.6604
131 C -0.7048 7.4422 -8.7675
132 C -0.8016 6.6604 -9.8474
133 O 0.0515 6.7750 -10.8778
134 C -1.8666 5.6172 -9.9639
135 O -1.9286 4.9407 -10.9724
136 C -2.7925 5.4529 -8.8452
137 C -2.6932 6.2325 -7.7639
138 O -3.5298 6.1003 -6.7197
139 H 0.0590 8.2016 -8.6718
140 H -0.2313 6.1029 -11.5265
141 H -3.5469 4.6833 -8.9337
142 H -3.2520 6.7769 -6.0693
143 O -6.6701 -10.0160 -0.4067
144 C -5.8906 -9.1844 0.0155
145 C -5.8566 -8.7745 1.4181
146 C -4.9914 -7.8433 1.8309
147 O -4.9388 -7.4512 3.1146
148 C -4.0373 -7.1891 0.8845
149 O -3.2794 -6.3328 1.3003
150 C -4.0546 -7.6152 -0.5127
151 C -4.9174 -8.5491 -0.9254
152 O -4.9518 -8.9597 -2.2029
153 H -6.5531 -9.2534 2.0922
154 H -4.2376 -6.7735 3.1520
155 H -3.3475 -7.1469 -1.1835
156 H -5.6575 -9.6328 -2.2420

Properties
Kohn-Sham gap   6.37 eV
Spin multiplicity   1
E_HOMO   -8.15 eV
SMILES   COCCCCCCOC(=O)OCCCCCCCCCCCCn1cccc1.O=C1C=C(O)C(=O)C=C1O.O=C1C=C(O)C(=O)C=C1O.O=C1C=C(O)C(=O)C=C1O.O=C1C=C(O)C(=O)C=C1O.O=C1C=C(O)C(=O)C=C1O.O=C1C=C(O)C(=O)C=C1O



Computed, not measured: C5H9I in the gas phase in a non-equilibrium geometry, with wB97M-V/def2-TZVPD.

Geometry (Å):
1 C 1.1968 -1.3762 0.9491
2 C 0.2286 -0.4666 0.3114
3 C -0.3353 0.7007 1.0156
4 C -0.0729 -0.6315 -1.3796
5 C -1.0360 0.2631 -2.0584
6 I 0.8187 -2.2082 -2.4017
7 H 1.2391 -2.3400 0.4463
8 H 2.2040 -0.9478 0.9295
9 H 0.9251 -1.5349 1.9931
10 H 0.4334 1.1542 1.6441
11 H -0.7102 1.4566 0.3332
12 H -1.1541 0.3943 1.6732
13 H -1.8163 0.5883 -1.3717
14 H -0.5361 1.1552 -2.4490
15 H -1.5105 -0.2440 -2.8978

Properties
Kohn-Sham gap (alpha / beta)   8.18 / 8.15 eV
Relative energy (zero: lowest compared OMol25 entry of this formula, charge and spin)   227.0 kJ/mol
Spin multiplicity   1
E_HOMO (alpha / beta)   -7.47 / -7.45 eV
SMILES   CC(C)=C(C)I



Computed, not measured: a molecular structure, C17H20N3O4S3SiY in a non-equilibrium geometry, with wB97M-V/def2-TZVPD.

Geometry (Å):
1 Y -1.0800 -1.0507 -0.8142
2 S -2.7687 -2.2969 -2.6826
3 C -3.3898 -3.1927 -1.3347
4 S -2.4064 -3.3575 0.0717
5 C -4.6545 -3.7790 -1.4022
6 C -5.2186 -4.5150 -0.3293
7 N -5.7397 -5.1148 0.5100
8 C -5.4996 -3.6596 -2.5348
9 N -6.2396 -3.5793 -3.4190
10 C 6.0613 2.1001 0.9394
11 C 4.9050 1.1376 0.8678
12 C 3.7018 1.5173 0.2828
13 C 2.6477 0.6243 0.1736
14 C 2.7987 -0.6694 0.6466
15 C 3.9880 -1.0636 1.2384
16 C 5.0331 -0.1614 1.3536
17 S 1.4451 -1.8570 0.5641
18 O 0.3042 -1.1882 1.2330
19 O 1.9423 -3.0205 1.2625
20 N 0.9857 -2.1064 -0.9111
21 C 1.9012 -1.7932 -1.9955
22 C 1.6157 -0.3763 -2.5703
23 O 2.4567 0.1228 -3.3138
24 O 0.5032 0.1562 -2.2085
25 H 5.7200 3.1297 0.8340
26 H 6.7709 1.8958 0.1337
27 H 6.6003 2.0066 1.8836
28 H 3.5884 2.5228 -0.1050
29 H 1.7160 0.9248 -0.2897
30 H 4.0698 -2.0781 1.6058
31 H 5.9608 -0.4661 1.8257
32 H 1.7708 -2.5116 -2.8077
33 H 2.9483 -1.8354 -1.6863
34 C -2.2245 3.1531 -0.6409
35 Si -2.6375 1.8896 0.7201
36 C -1.1681 1.8678 1.9284
37 C -4.1312 2.5980 1.6864
38 C -2.9262 0.2249 -0.0166
39 H -1.8474 4.0959 -0.2345
40 H -3.1046 3.3755 -1.2500
41 H -1.4610 2.7368 -1.3044
42 H -1.1321 2.7460 2.5787
43 H -0.2262 1.8194 1.3733
44 H -1.2082 0.9754 2.5579
45 H -3.9519 3.6060 2.0755
46 H -4.3773 1.9466 2.5294
47 H -5.0086 2.6355 1.0353
48 H -3.6808 0.3020 -0.8096
49 H -3.3525 -0.4379 0.7495

Properties
Kohn-Sham gap   6.32 eV
Relative energy (zero: lowest compared OMol25 entry of this formula, charge and spin)   0.0 kJ/mol
Spin multiplicity   1
Charge   -2
E_HOMO   -2.37 eV



Computed, not measured: a molecular structure, C30H48P2PtSe in a non-equilibrium geometry, with wB97M-V/def2-TZVPD.

Geometry (Å):
1 Pt 0.6093 -1.0532 -0.7990
2 C -0.4228 -2.6255 1.3558
3 C 0.9216 -2.5623 0.6970
4 C 0.8787 -1.2431 2.6470
5 C -0.4380 -1.7468 2.4305
6 C 1.7319 -1.7584 1.6762
7 C -1.4841 -3.6091 1.0346
8 H -1.1661 -4.3034 0.2540
9 H -2.4137 -3.1220 0.7142
10 H -1.7192 -4.1922 1.9399
11 C -1.5950 -1.4500 3.3179
12 H -2.4422 -2.1029 3.0827
13 H -1.9184 -0.3994 3.2209
14 H -1.3230 -1.6113 4.3707
15 C 1.2253 -0.4175 3.8414
16 H 0.9249 -0.9502 4.7510
17 H 0.7023 0.5517 3.8492
18 H 2.3017 -0.2318 3.9041
19 C 3.2131 -1.7458 1.6998
20 H 3.5723 -2.2768 2.6000
21 H 3.6262 -0.7278 1.7344
22 H 3.6195 -2.2515 0.8184
23 C 1.4850 -3.7360 -0.0262
24 H 1.7340 -4.5638 0.6488
25 H 2.3835 -3.4327 -0.5764
26 H 0.7592 -4.0871 -0.7692
27 C -1.2633 0.1848 -4.6045
28 C -1.5535 -1.1160 -4.6666
29 C -0.6564 -2.1975 -5.1835
30 C 0.8062 -2.2045 -4.6559
31 C 1.0956 -1.4590 -3.3829
32 C 1.2844 -0.1349 -3.3085
33 C 1.1959 0.8650 -4.4320
34 C -0.0866 0.8108 -5.2929
35 H -0.6083 -2.1546 -6.2845
36 H 1.4588 -1.8434 -5.4690
37 H -1.1138 -3.1662 -4.9357
38 H 0.1600 0.3071 -6.2386
39 H -2.0260 0.8986 -4.2502
40 H -2.6063 -1.4262 -4.5342
41 H -0.3716 1.8488 -5.5391
42 H 1.2496 1.8767 -3.9923
43 H 1.6203 0.3169 -2.3756
44 H 2.0732 0.7721 -5.0904
45 H 1.0808 -3.2465 -4.4558
46 H 1.2902 -2.1157 -2.5108
47 P -1.5214 -0.2970 -1.0428
48 P 1.4895 1.1360 -0.1877
49 C -1.1492 1.4654 -1.5049
50 C 0.1489 2.1571 -0.9652
51 H -2.0161 2.0274 -1.1264
52 H -1.1767 1.5055 -2.5993
53 H 0.6402 2.6877 -1.7973
54 H -0.1195 2.9051 -0.2028
55 C 1.9163 1.7706 1.4625
56 H 2.5563 1.0581 1.9946
57 H 1.0053 1.9636 2.0583
58 H 2.4513 2.7264 1.3539
59 C 3.0842 1.6219 -0.9850
60 H 3.0423 2.6885 -1.2597
61 H 3.3538 1.0272 -1.8580
62 H 3.8780 1.4916 -0.2359
63 C -2.8490 -0.1730 0.1770
64 H -3.0865 -1.1597 0.5933
65 H -3.7063 0.2254 -0.3794
66 H -2.5854 0.5209 0.9907
67 C -2.3376 -1.6578 -1.9622
68 H -2.6743 -2.4545 -1.2865
69 H -1.6289 -2.1000 -2.6692
70 H -3.1948 -1.2319 -2.4970
71 Se -1.3246 2.1545 2.2357
72 C -1.2621 3.2696 3.6718
73 C -0.9150 4.6312 3.4792
74 C -0.7456 5.4554 4.5814
75 C -0.9554 4.9628 5.8834
76 C -1.3189 3.6195 6.0773
77 C -1.4952 2.7758 4.9825
78 H -0.7638 4.9829 2.4568
79 H -0.4490 6.4929 4.4245
80 H -0.8361 5.6247 6.7424
81 H -1.4662 3.2265 7.0822
82 H -1.7833 1.7325 5.0971

Properties
Kohn-Sham gap (alpha / beta)   7.84 / 5.89 eV
Spin multiplicity   5
Charge   +2
E_HOMO (alpha / beta)   -12.95 / -13.67 eV



Computed, not measured: 6 unconnected molecules or ions with the total composition C26H47N5O4S in a non-equilibrium geometry, with wB97M-V/def2-TZVPD.

Geometry (Å):
1 C 3.9040 -0.6922 0.3314
2 C 2.8423 -0.3102 -0.9007
3 O 2.1002 0.8710 -0.4631
4 C 0.6509 0.5836 -0.2603
5 C -0.1310 0.1398 -1.6439
6 C -0.4956 -1.4483 -1.7582
7 S -0.6387 -2.3657 -0.1334
8 O -2.0445 -2.2722 0.5424
9 O -0.2773 -3.8697 -0.4495
10 O 0.6090 -1.7902 0.8760
11 C 0.3318 -0.3595 1.0420
12 H 4.9779 -0.9517 -0.1062
13 H 4.0113 0.1690 1.1167
14 H 3.4915 -1.6598 0.8901
15 H 2.2108 -1.2687 -1.1126
16 H 3.5076 -0.0839 -1.8454
17 H 0.1862 1.6517 0.0121
18 H 0.4879 0.4389 -2.6193
19 H -1.1544 0.7448 -1.6757
20 H -1.5505 -1.5309 -2.3006
21 H 0.2746 -1.9520 -2.5103
22 H -0.7650 -0.1375 1.4128
23 H 1.0432 0.0339 1.9164
24 C 0.7078 2.9252 5.5100
25 C 0.2311 3.5544 4.2048
26 C 0.4848 2.6634 2.9873
27 C 1.9758 2.4062 2.8409
28 N 3.2126 2.1929 2.7196
29 H 1.7901 2.7621 5.5084
30 H 0.4803 3.5834 6.3545
31 H 0.2138 1.9626 5.6850
32 H 0.7354 4.5193 4.0713
33 H -0.8424 3.7600 4.2806
34 H 0.1137 3.1521 2.0802
35 H -0.0373 1.7065 3.0951
36 C -4.6928 6.8678 4.8566
37 C -3.6585 7.3421 5.8725
38 C -2.2731 6.7368 5.6379
39 C -2.3484 5.2228 5.7505
40 N -2.4110 3.9669 5.8439
41 H -4.8508 5.7864 4.9155
42 H -5.6584 7.3475 5.0454
43 H -4.3823 7.1163 3.8353
44 H -4.0093 7.0888 6.8804
45 H -3.5854 8.4341 5.8220
46 H -1.5658 7.1178 6.3821
47 H -1.8985 7.0064 4.6445
48 C 2.1504 -5.2826 -3.8002
49 C 1.5572 -4.4808 -4.9543
50 C 2.5506 -3.4884 -5.5618
51 C 2.9909 -2.4898 -4.5037
52 N 3.3561 -1.6615 -3.6260
53 H 2.4397 -4.6362 -2.9656
54 H 1.4154 -5.9976 -3.4170
55 H 3.0343 -5.8432 -4.1253
56 H 0.6695 -3.9459 -4.5951
57 H 1.2219 -5.1742 -5.7335
58 H 2.0827 -2.9493 -6.3923
59 H 3.4300 -4.0133 -5.9504
60 C 6.1115 -9.3108 -6.1884
61 C 5.5754 -9.1336 -4.7714
62 C 4.2518 -8.3674 -4.7275
63 C 4.4442 -6.9765 -5.3097
64 N 4.6037 -5.8228 -5.7927
65 H 6.3344 -8.3484 -6.6595
66 H 7.0417 -9.8876 -6.1732
67 H 5.3896 -9.8442 -6.8172
68 H 6.3286 -8.6098 -4.1701
69 H 5.4325 -10.1213 -4.3192
70 H 3.9030 -8.2790 -3.6932
71 H 3.4824 -8.8953 -5.3013
72 C -6.9446 3.4755 2.0942
73 C -7.5175 4.3290 0.9672
74 C -6.4439 5.1130 0.2099
75 C -5.7271 6.0548 1.1637
76 N -5.1325 6.8361 1.9549
77 H -6.4599 4.0894 2.8598
78 H -7.7430 2.9122 2.5876
79 H -6.2096 2.7594 1.7093
80 H -8.2569 5.0217 1.3877
81 H -8.0491 3.6787 0.2638
82 H -6.9028 5.6971 -0.5948
83 H -5.7142 4.4307 -0.2394

Properties
Kohn-Sham gap   9.51 eV
Spin multiplicity   1
E_HOMO   -9.32 eV
SMILES   CCO[C@H]1CCS(=O)(=O)OC1.CCCC#N.CCCC#N.CCCC#N.CCCC#N.CCCC#N



Computed, not measured: 2 unconnected molecules or ions with the total composition C3H10N3O, with wB97M-V/def2-TZVPD.

Geometry (Å):
1 N 0.9314 0.0876 -1.4190
2 C -0.0760 -0.4883 -2.1279
3 N 0.1053 -0.5367 -3.5310
4 N -1.1982 -0.9149 -1.6664
5 H 0.8213 -0.0503 -0.2952
6 H 1.8281 0.1027 -1.8652
7 H 1.0307 -0.7918 -3.8302
8 H -0.5867 -1.1466 -3.9183
9 H -1.1640 -0.8162 -0.6476
10 C -0.1497 0.7249 1.6725
11 O 0.4800 -0.3091 1.0364
12 C -0.2977 0.4399 3.1732
13 H -1.1661 0.9266 1.2619
14 H 0.3939 1.6888 1.5639
15 H -0.7768 1.2774 3.6939
16 H 0.6996 0.2805 3.5865
17 H -0.8750 -0.4745 3.3124

Properties
Kohn-Sham gap   7.89 eV
Relative energy (zero: lowest compared OMol25 entry of this formula, charge and spin)   9.1 kJ/mol
Spin multiplicity   1
Charge   -1
E_HOMO   -3.63 eV



Computed, not measured: a molecular structure, C4H6N2O in a non-equilibrium geometry, with wB97M-V/def2-TZVPD.

Geometry (Å):
1 C -0.6434 -1.4002 -0.2376
2 C 1.3948 -0.0316 -0.6443
3 O 0.6458 0.9846 -1.0206
4 C -0.2935 1.2739 -0.0630
5 N -1.2809 0.4394 -0.2929
6 C 0.1665 1.7509 1.2137
7 N 0.4279 2.2464 2.2331
8 H -1.6923 -1.5931 -0.0268
9 H -0.3951 -1.8586 -1.1949
10 H -0.0440 -1.8120 0.5784
11 H 2.1429 -0.3228 -1.3774
12 H 1.5860 -0.1755 0.4193
13 H -2.0148 0.4986 0.4130

Properties
Kohn-Sham gap (alpha / beta)   6.99 / 8.08 eV
Relative energy (zero: lowest compared OMol25 entry of this formula, charge and spin)   663.1 kJ/mol
Spin multiplicity   1
E_HOMO (alpha / beta)   -7.86 / -7.96 eV